Record 1
{
  "formula": "C24H42BrO10P",
  "method": "ωB97M-V/def2-TZVPD",
  "species": ["C", "C", "C", "C", "P", "Br", "H", "H", "H", "H", "H", "H", "H", "H", "H", "H", "H", "H", "O", "C", "O", "C", "C", "C", "H", "H", "H", "H", "H", "H", "O", "C", "O", "C", "C", "C", "H", "H", "H", "H", "H", "H", "O", "C", "O", "C", "C", "C", "H", "H", "H", "H", "H", "H", "O", "C", "O", "C", "C", "C", "H", "H", "H", "H", "H", "H", "O", "C", "O", "C", "C", "C", "H", "H", "H", "H", "H", "H"],
  "xyz": [[-4.450733, -1.457518, 3.711649], [-3.483579, -2.242735, 2.646003], [-2.204187, -1.377555, 2.096639], [-1.330386, -0.613771, 3.255017], [-2.616100, -0.086917, 0.748816], [-3.030580, 1.451932, -0.883924], [-4.042695, -0.383862, 3.949204], [-5.568278, -1.299216, 3.325199], [-4.567673, -2.140910, 4.683467], [-3.089630, -3.251496, 3.131001], [-4.156550, -2.561010, 1.721685], [-1.462344, -2.162396, 1.588004], [-1.264471, 0.529612, 2.942967], [-0.215934, -1.015598, 3.214277], [-1.745678, -0.724086, 4.343406], [-1.171103, 0.021602, 0.505686], [-3.169253, 0.856453, 1.720089], [-3.422741, -1.062764, 0.061741], [-5.355055, 4.720866, -6.677310], [-4.929286, 4.810582, -5.537639], [-4.921196, 5.964261, -4.807469], [-4.255257, 5.729141, -3.567702], [-4.336770, 4.241133, -3.348360], [-4.301650, 3.697623, -4.754336], [-3.221735, 6.080594, -3.654182], [-4.753800, 6.287093, -2.769726], [-3.537285, 3.855641, -2.710106], [-5.295647, 3.987090, -2.880353], [-3.277554, 3.545962, -5.106530], [-4.882492, 2.776664, -4.843049], [-1.031690, 4.730040, -4.200535], [-0.233886, 3.913409, -4.630420], [-0.280059, 2.575922, -4.359889], [0.863039, 1.942580, -4.932589], [1.325381, 2.869717, -6.026013], [0.956137, 4.227970, -5.485443], [1.618659, 1.812441, -4.150753], [0.583327, 0.959500, -5.322377], [2.388602, 2.765331, -6.257993], [0.757866, 2.673109, -6.943775], [1.747865, 4.644708, -4.856704], [0.693025, 4.921103, -6.287783], [2.306623, 4.113934, -3.030902], [2.494319, 4.784843, -2.029488], [3.084514, 4.318612, -0.889976], [3.041262, 5.335756, 0.109686], [2.883094, 6.629338, -0.645659], [2.075792, 6.212577, -1.848980], [2.194276, 5.136339, 0.774525], [3.964505, 5.315954, 0.696076], [2.411251, 7.418356, -0.054081], [3.865984, 6.991813, -0.970550], [1.001087, 6.247571, -1.649986], [2.327059, 6.811215, -2.727563], [-0.163828, -3.819013, 3.071021], [1.001367, -3.909167, 2.721203], [1.733436, -5.060558, 2.771809], [3.079177, -4.776923, 2.391928], [3.005570, -3.506723, 1.585644], [1.848676, -2.778375, 2.221654], [3.680831, -4.659075, 3.299281], [3.480240, -5.609266, 1.806289], [3.938702, -2.937201, 1.593430], [2.761973, -3.742954, 0.542634], [2.168991, -2.169250, 3.071464], [1.306728, -2.171878, 1.492362], [4.581090, -6.326664, 4.926023], [3.835088, -7.269852, 4.720945], [3.717732, -7.911949, 3.521726], [2.680979, -8.887992, 3.612626], [2.540533, -9.183313, 5.082993], [2.887381, -7.861434, 5.719970], [1.765722, -8.466369, 3.184019], [2.961823, -9.778420, 3.042640], [1.548356, -9.553143, 5.354952], [3.277031, -9.939245, 5.381577], [2.012581, -7.211638, 5.811090], [3.371433, -7.998149, 6.689720]],
  "atomic_forces_ev_per_a": [[-0.696, -0.295, 0.211], [-0.214, -0.313, -0.256], [0.689, -1.402, 1.080], [0.682, 0.060, -0.661], [0.972, -1.579, 2.234], [-0.244, 0.807, -0.992], [-0.711, -2.190, -0.161], [2.526, -0.411, 0.583], [0.419, 1.863, -1.962], [-0.764, 2.228, -1.030], [1.476, 0.593, 1.753], [-1.666, 1.558, 0.970], [-0.155, -2.104, 0.999], [-2.420, 0.816, 0.300], [0.762, 0.241, -2.194], [-1.279, 0.185, -0.070], [0.320, -0.728, -0.843], [0.287, 0.716, 0.043], [0.426, 0.649, 1.745], [-0.438, -0.091, -1.965], [-0.364, -0.388, -0.812], [0.381, 0.396, 0.665], [0.175, -0.510, 0.787], [-0.126, -0.337, 0.375], [-0.103, -0.102, -0.021], [-0.022, 0.074, -0.296], [-0.092, 0.147, -0.102], [0.137, 0.046, -0.030], [-0.121, -0.026, -0.029], [0.222, 0.131, -0.315], [0.665, -1.485, -0.330], [-0.703, 1.132, 0.837], [-0.525, 0.943, 0.034], [0.454, -0.772, 0.038], [0.511, -0.122, -0.739], [0.111, 0.230, -0.756], [-0.118, 0.079, -0.069], [-0.167, 0.158, 0.227], [-0.140, -0.068, 0.078], [0.113, -0.035, 0.118], [-0.421, -0.009, -0.268], [-0.070, 0.084, 0.304], [0.849, 0.448, 2.124], [-0.474, -1.129, -1.199], [-0.249, -0.146, -1.036], [0.164, 0.134, 0.793], [0.191, 0.882, 0.230], [0.198, 0.456, -0.023], [0.064, -0.016, -0.067], [-0.163, -0.251, -0.144], [0.104, -0.151, -0.022], [-0.144, -0.044, 0.104], [0.030, -0.057, -0.215], [-0.352, -0.256, -0.017], [1.736, -0.693, -0.487], [-1.836, 0.045, 0.878], [-0.979, 0.407, 0.081], [0.944, -0.270, -0.041], [0.550, 0.359, -0.638], [0.199, 0.182, -0.466], [-0.070, -0.084, -0.118], [-0.202, 0.000, 0.294], [-0.093, -0.167, 0.007], [0.072, 0.043, 0.144], [-0.162, 0.022, -0.040], [-0.105, 0.060, 0.393], [-0.918, -1.516, -0.819], [1.037, 1.724, 0.293], [0.495, 0.621, 0.494], [-0.458, -0.522, -0.487], [-0.364, -0.727, 0.460], [-0.035, -0.413, 0.331], [0.090, 0.007, 0.028], [0.080, 0.310, -0.054], [0.139, 0.018, -0.122], [-0.143, 0.085, -0.069], [0.154, 0.070, 0.059], [-0.114, 0.395, -0.130]],
  "lumo_energy_ha": 0.0093,
  "max_force_ev_per_a": 2.903,
  "gap_ev": 9.16
}

---

Record 2
{
  "formula": "C24H42CdN6",
  "method": "ωB97M-V/def2-TZVPD",
  "species": ["Cd", "C", "C", "C", "C", "N", "H", "H", "H", "H", "H", "H", "H", "C", "C", "C", "C", "N", "H", "H", "H", "H", "H", "H", "H", "C", "C", "C", "C", "N", "H", "H", "H", "H", "H", "H", "H", "C", "C", "C", "C", "N", "H", "H", "H", "H", "H", "H", "H", "C", "C", "C", "C", "N", "H", "H", "H", "H", "H", "H", "H", "C", "C", "C", "C", "N", "H", "H", "H", "H", "H", "H", "H"],
  "xyz": [[-0.013003, 0.213714, -0.116048], [4.583530, 0.299421, -3.529452], [4.965860, 1.458919, -2.600888], [3.755439, 2.314375, -2.197646], [2.661940, 1.547650, -1.627402], [1.810108, 0.947999, -1.159757], [5.459244, -0.327558, -3.697400], [4.201276, 0.670089, -4.477259], [3.861123, -0.375680, -3.065032], [5.711910, 2.082859, -3.090213], [5.454707, 1.112944, -1.688172], [3.385292, 2.891212, -3.049551], [4.071393, 3.077493, -1.481241], [-4.618082, -1.965739, 3.071277], [-4.550475, -0.461127, 3.177140], [-4.394897, 0.228922, 1.805037], [-3.114074, -0.086317, 1.160047], [-2.131603, -0.345902, 0.631213], [-3.727874, -2.364036, 2.574830], [-5.477316, -2.315667, 2.497952], [-4.648344, -2.399127, 4.070094], [-3.728603, -0.178297, 3.837037], [-5.473782, -0.052107, 3.589905], [-4.493957, 1.308377, 1.908333], [-5.177983, -0.151089, 1.145726], [2.110674, -0.006994, 4.566302], [2.242089, 1.504913, 4.759241], [1.220558, 2.343690, 3.960864], [0.826085, 1.758693, 2.678924], [0.505902, 1.310336, 1.677315], [2.223393, -0.238169, 3.501165], [1.120208, -0.329145, 4.886310], [2.911805, -0.567584, 5.041873], [3.233987, 1.833491, 4.449548], [2.099041, 1.753662, 5.809134], [1.649652, 3.334287, 3.817688], [0.289319, 2.467046, 4.519508], [-1.696879, -4.450860, -3.595469], [-1.266329, -3.314490, -4.507317], [-1.702651, -1.928356, -3.983950], [-1.044830, -1.506977, -2.764390], [-0.514403, -1.155248, -1.811898], [-2.765947, -4.387297, -3.386016], [-1.123187, -4.494737, -2.669371], [-1.533835, -5.410384, -4.088482], [-1.678377, -3.437270, -5.507574], [-0.180488, -3.323803, -4.626795], [-2.783448, -1.929021, -3.836081], [-1.456530, -1.196015, -4.756652], [2.658584, -3.754286, 3.420124], [3.718112, -3.105148, 2.532779], [3.213096, -2.909545, 1.103974], [2.004194, -2.125158, 0.952862], [1.055829, -1.502694, 0.791905], [1.841591, -3.072052, 3.676146], [3.092457, -4.016774, 4.384918], [2.171797, -4.615714, 2.961772], [4.661669, -3.643830, 2.522246], [3.946580, -2.121289, 2.952752], [3.919314, -2.298783, 0.522086], [3.122245, -3.888379, 0.631583], [-3.811717, 5.350091, -3.313792], [-3.241886, 4.001969, -2.850532], [-2.684339, 4.047469, -1.417469], [-1.815542, 2.905224, -1.142018], [-1.117016, 2.029081, -0.936070], [-3.101389, 6.143781, -3.088295], [-4.711472, 5.591340, -2.741830], [-4.090750, 5.279356, -4.359602], [-2.366719, 3.806255, -3.479910], [-3.940110, 3.185701, -3.022221], [-3.482857, 3.999385, -0.671495], [-2.099295, 4.952923, -1.252318]],
  "atomic_forces_ev_per_a": [[-0.612, -0.310, -0.417], [0.452, -0.093, 0.595], [-0.139, -0.484, -0.038], [0.570, 0.684, -0.302], [0.374, 0.288, -0.111], [0.405, 0.077, -0.253], [0.038, 0.147, -0.281], [-0.038, -0.094, -0.077], [-0.221, 0.182, -0.044], [-0.182, 0.232, -0.039], [-0.088, -0.231, -0.031], [-0.195, -0.241, -0.061], [-0.165, -0.131, 0.180], [0.238, -0.336, -0.040], [-0.054, 0.329, -0.234], [0.173, -0.480, 0.209], [-0.460, 0.103, 0.087], [-0.246, 0.023, 0.336], [0.016, 0.018, 0.062], [-0.092, 0.084, 0.107], [-0.124, -0.106, -0.075], [-0.051, 0.141, -0.018], [0.068, -0.087, 0.173], [0.064, 0.038, -0.165], [-0.029, 0.193, -0.099], [-0.004, 0.425, -0.667], [0.149, -0.384, -0.141], [-0.170, -0.203, 0.313], [0.361, 0.441, 0.281], [0.181, 0.552, 0.946], [-0.204, -0.050, -0.005], [0.124, -0.319, 0.114], [-0.184, 0.086, 0.442], [0.060, -0.044, 0.172], [0.171, 0.126, -0.003], [-0.240, 0.082, -0.290], [0.022, 0.008, 0.023], [-0.048, -0.341, -0.295], [0.377, 0.005, 0.392], [0.006, -0.349, -0.846], [0.029, -0.094, 0.111], [-0.208, -0.318, -0.697], [0.039, -0.014, 0.182], [-0.132, 0.216, 0.104], [0.001, 0.046, -0.029], [-0.150, 0.069, 0.044], [-0.015, 0.039, -0.028], [0.008, 0.158, 0.120], [-0.125, 0.181, 0.151], [-0.081, 0.120, 0.371], [-0.710, 0.763, 0.508], [0.940, 0.240, -0.373], [-0.507, -0.483, 0.269], [0.585, -0.596, 0.408], [0.113, 0.208, -0.264], [0.004, -0.318, -0.117], [0.304, -0.207, 0.051], [-0.101, -0.244, -0.174], [0.107, -0.023, -0.014], [0.242, -0.458, 0.022], [-0.298, 0.162, -0.247], [-0.402, -0.554, 1.035], [0.917, 0.513, -0.638], [-0.527, -0.420, 0.114], [-0.399, 0.801, -0.196], [0.119, -0.200, -0.087], [0.081, 0.081, -0.467], [-0.061, -0.010, -0.106], [0.175, 0.293, -0.104], [-0.157, -0.167, -0.134], [-0.069, -0.043, 0.283], [0.019, 0.245, -0.002], [-0.042, 0.029, 0.008]],
  "lumo_energy_ha": -0.1532,
  "charge": 2,
  "max_force_ev_per_a": 1.241,
  "gap_ev": 12.22
}

---

Record 3
{
  "formula": "C24H42Cl3N4O3ScSi",
  "method": "ωB97M-V/def2-TZVPD",
  "species": ["C", "C", "H", "H", "H", "C", "C", "H", "H", "H", "H", "Sc", "Cl", "Cl", "H", "H", "C", "C", "N", "H", "C", "O", "H", "H", "H", "H", "H", "H", "C", "C", "N", "H", "C", "O", "H", "H", "H", "H", "O", "C", "C", "C", "H", "C", "H", "C", "H", "C", "C", "H", "H", "H", "Si", "Cl", "C", "C", "C", "H", "H", "H", "H", "H", "H", "H", "H", "H", "C", "N", "C", "C", "N", "C", "H", "H", "H", "H", "H", "H"],
  "xyz": [[-1.554226, -1.997234, -2.803717], [-1.108565, -2.994495, -1.777580], [-1.308603, -2.283939, -3.833676], [-1.090474, -1.024794, -2.579421], [-2.644582, -1.847495, -2.764126], [-0.605024, -4.209617, -2.054562], [-0.395895, -4.784712, -3.427458], [-0.315523, -4.873832, -1.240786], [-0.610030, -4.064237, -4.225858], [-1.031861, -5.665441, -3.603954], [0.639603, -5.136362, -3.559349], [0.016076, 0.411305, 0.506767], [-2.258966, 0.659388, 1.182337], [-0.020683, 1.559810, -1.544816], [0.656960, 4.881005, 4.071052], [-1.421869, 5.866912, 2.971502], [0.993938, 4.554358, 3.080398], [-1.021791, 5.517339, 2.012849], [-0.168367, 4.352965, 2.216410], [1.542695, 3.611509, 3.158935], [-0.380015, 3.206303, 1.588764], [0.422115, 2.229657, 1.633655], [-1.855590, 5.250071, 1.354044], [-1.325354, 3.125153, 1.023517], [1.640334, 5.335079, 2.661916], [-0.452605, 6.334233, 1.552391], [1.416527, -1.484011, -2.511684], [2.365797, -3.608839, -1.268054], [2.313541, -0.950714, -2.170395], [3.229526, -2.955739, -1.048574], [2.800117, -1.567734, -0.945872], [2.057399, 0.095771, -1.995564], [2.776905, -0.953399, 0.237822], [2.153493, 0.123157, 0.466027], [3.683863, -3.264782, -0.099750], [3.374998, -1.444384, 1.026700], [3.093050, -1.036900, -2.940060], [3.967032, -3.053896, -1.860952], [-0.187667, -1.481118, -0.176579], [-1.171258, -2.435384, -0.357734], [0.115338, -3.973965, 1.232450], [-1.109680, -3.494795, 0.755693], [1.038934, -3.565283, 0.818115], [0.153782, -4.954264, 2.229110], [-2.153798, -1.931851, -0.298237], [-2.302708, -4.007295, 1.292088], [1.116606, -5.309536, 2.601555], [-1.039555, -5.493750, 2.720184], [-2.270071, -5.040933, 2.232772], [-3.255411, -3.611643, 0.928277], [-1.017988, -6.276215, 3.480177], [-3.205867, -5.490077, 2.577765], [-0.381137, 4.635737, -4.435583], [-0.554416, 2.657669, -5.235769], [1.463549, 4.896144, -4.232712], [-1.571871, 4.424146, -3.023829], [-0.910816, 6.165952, -5.456715], [1.933526, 3.980449, -3.856308], [1.693465, 5.710961, -3.532979], [1.927468, 5.153752, -5.196233], [-0.274575, 6.363603, -6.326595], [-0.837617, 7.063403, -4.821843], [-1.948396, 6.125624, -5.801630], [-1.341202, 3.488162, -2.495599], [-2.593084, 4.348017, -3.421606], [-1.548782, 5.240559, -2.293206], [-0.656533, -0.644326, 6.304649], [-0.137149, -0.821376, 4.956199], [0.878124, -1.705980, 4.643951], [1.120168, -1.556615, 3.293828], [0.260042, -0.602206, 2.789891], [-0.472294, -0.167931, 3.802565], [-1.076845, -1.581320, 6.679216], [0.151042, -0.351319, 6.981861], [-1.427894, 0.127747, 6.299842], [1.359397, -2.335227, 5.375632], [1.884360, -2.066382, 2.716217], [-1.223168, 0.605431, 3.762263]],
  "atomic_forces_ev_per_a": [[-0.031, 0.270, -0.240], [0.633, -0.738, 0.056], [-0.019, 0.127, 0.303], [-0.146, -0.175, -0.126], [0.245, -0.047, 0.096], [-0.217, 0.422, -0.094], [-0.008, -0.141, -0.291], [-0.077, 0.201, 0.019], [0.091, -0.227, 0.201], [0.086, 0.192, 0.101], [-0.206, 0.130, 0.067], [0.051, -2.141, 0.233], [-0.631, 0.104, 0.075], [-0.005, 0.481, -0.475], [0.037, -0.089, -0.155], [0.065, -0.072, -0.149], [-0.022, -0.136, -0.128], [-0.221, -0.192, -0.062], [0.226, 0.397, 0.235], [-0.115, 0.269, -0.028], [0.690, -1.158, -0.241], [-0.980, 1.508, 0.227], [0.198, 0.065, 0.159], [0.375, 0.131, 0.127], [-0.069, -0.184, 0.040], [-0.063, -0.189, 0.068], [0.126, 0.182, 0.100], [0.262, 0.331, 0.093], [-0.376, -0.101, -0.162], [0.178, -0.026, -0.105], [0.355, 0.097, 0.735], [0.066, -0.252, -0.017], [-0.942, 0.800, -0.663], [1.227, -1.300, -0.089], [-0.084, -0.006, -0.244], [-0.328, 0.081, -0.174], [-0.113, 0.037, 0.222], [-0.215, -0.016, 0.294], [0.683, 1.135, 0.208], [-0.431, -0.127, 0.466], [-0.280, -0.109, 0.139], [-0.336, 0.049, -0.187], [-0.263, -0.055, 0.105], [-0.258, 0.106, -0.212], [-0.039, -0.244, 0.244], [0.407, -0.227, -0.200], [-0.277, 0.058, -0.053], [-0.031, -0.022, -0.068], [0.162, 0.263, -0.053], [0.290, -0.168, 0.114], [0.037, 0.181, -0.210], [0.351, 0.207, 0.009], [-0.140, 0.098, -0.576], [0.081, 0.915, -0.308], [0.128, -0.236, 0.428], [0.168, 0.031, 0.532], [-0.177, -0.382, -0.117], [-0.006, 0.182, -0.027], [-0.099, -0.120, -0.106], [-0.258, -0.131, 0.194], [-0.053, -0.206, 0.112], [0.064, -0.342, 0.079], [0.083, -0.081, 0.014], [-0.111, 0.286, -0.148], [0.252, 0.037, -0.007], [-0.016, 0.014, -0.113], [-0.021, 0.049, -0.080], [0.376, -0.153, -0.329], [0.048, 0.333, -0.945], [-0.412, 0.280, 1.031], [0.069, 0.375, 0.004], [0.688, -0.810, 0.434], [-0.064, 0.128, -0.155], [-0.112, 0.086, -0.139], [0.099, -0.125, 0.001], [-0.171, 0.051, 0.021], [-0.435, 0.183, -0.003], [-0.042, -0.143, -0.109]],
  "lumo_energy_ha": 0.0103,
  "max_force_ev_per_a": 2.155,
  "gap_ev": 8.32
}